Below is a molecular structure, C44H47BrN3O4P2RbSe2, with properties calculated with wB97M-V/def2-TZVPD.

Values from the calculation:
Maximum force: 0.63 eV/Å
Orbital gap: 0.211 Ha
E_HOMO: -0.077 Ha
E: -10253.91489 Eh
Total charge: -2
ΔE to the lowest compared entry with this formula, charge and spin: 6.81 kcal/mol

CARTESIAN COORDINATES (ANGSTROEM)
C1 2.272 -0.360 -4.106
H1 -3.584 -0.055 -3.982
C2 -0.224 -2.836 1.133
C3 4.921 -4.543 -1.910
C4 0.923 -2.765 -4.658
H2 5.129 -0.197 2.244
H3 1.100 0.383 3.182
C5 4.429 1.357 0.937
C6 -0.048 -1.805 2.115
H4 4.482 -1.646 -3.607
C7 0.020 0.365 2.980
C8 0.051 7.171 0.663
H5 3.345 -5.660 -0.964
C9 2.599 -3.903 -1.929
H6 1.452 0.269 -4.460
H7 4.449 -3.078 0.543
H8 -1.175 -3.846 -1.732
C10 -7.220 0.538 -1.567
C11 -2.143 -0.224 6.671
C12 -0.030 -4.220 1.330
C13 -2.717 -0.577 5.456
H9 4.363 -2.961 2.328
H10 -0.452 -5.889 -0.085
H11 -3.718 -0.992 5.431
H12 1.748 -2.968 -5.347
Se1 3.894 1.757 -0.897
N1 -0.282 -0.563 1.904
H13 -3.643 -0.040 1.167
H14 -0.229 1.369 2.623
C14 -2.458 2.422 -0.826
H15 0.320 -4.698 2.236
P1 1.464 -1.749 -3.224
C15 3.806 -2.875 1.396
H16 2.975 -3.579 1.394
O1 1.486 2.656 0.798
C16 -2.014 -0.408 4.272
N2 0.058 6.034 2.747
H17 2.895 -0.676 -4.948
C17 -1.499 0.515 -3.775
H18 -1.907 4.383 -0.164
C18 1.221 3.618 0.036
C19 -2.985 0.555 -3.305
H19 0.682 4.059 2.691
H20 -0.391 0.563 7.630
H21 6.262 -3.186 -2.894
H22 0.518 -3.710 -4.291
C20 4.683 -0.108 1.250
C21 -0.166 7.130 2.030
H23 6.384 1.293 -1.302
H24 -3.375 1.577 -3.301
C22 -2.681 3.196 1.446
H25 -2.098 2.584 -1.836
H26 5.705 -5.226 -1.605
H27 -7.333 -2.841 -1.394
H28 5.437 1.249 -2.801
C23 4.224 -2.528 -3.033
H29 -2.691 -0.360 7.596
C24 -5.846 0.710 -1.596
C25 -4.986 -0.389 -1.561
C26 -5.539 -1.664 -1.484
H30 -3.410 1.748 2.854
C27 -6.918 -1.842 -1.456
C28 5.231 -3.399 -2.633
O2 -1.203 -0.383 -4.586
H31 -0.532 8.004 2.557
H32 -2.550 3.975 2.188
C29 -0.156 0.460 5.501
H33 0.677 6.023 -1.075
C30 0.506 4.952 2.105
Br1 -0.298 8.795 -0.278
H34 0.129 -2.200 -5.148
C31 -0.725 0.123 4.276
C32 -2.324 3.426 0.126
C33 2.893 -2.775 -2.700
H35 5.371 -0.559 0.533
C34 0.745 4.906 0.737
C35 -2.965 1.172 -0.467
Rb1 0.234 0.357 -0.940
H36 -4.875 -2.520 -1.437
H37 1.576 -4.078 -1.606
H38 2.866 0.225 -3.400
H39 3.608 1.760 1.530
C36 -0.816 -3.774 -0.711
C37 -7.761 -0.742 -1.500
H40 -7.875 1.402 -1.594
Se2 3.008 -1.112 1.232
H41 -8.836 -0.877 -1.474
H42 -2.449 -0.703 3.326
C38 3.599 -4.790 -1.558
H43 5.408 -0.147 -1.714
P2 -3.150 -0.230 -1.641
C39 -0.856 0.293 6.688
H44 5.329 1.938 1.151
C40 5.457 0.941 -1.755
C41 -3.165 1.947 1.817
O3 1.282 3.676 -1.200
C42 -0.437 -4.832 0.142
H45 -5.423 1.708 -1.632
H46 0.324 -2.151 3.093
N3 -0.697 -2.581 -0.123
C43 -3.297 0.945 0.870
H47 0.852 0.860 5.519
C44 0.508 6.052 -0.007
O4 -0.746 1.376 -3.259

Cartesian forces, eV/Å:
C 0.0 0.0 0.0
H 0.0 0.0 0.0
C 0.0 -0.2 -0.1
C 0.0 0.0 0.0
C -0.1 0.0 0.1
H 0.0 0.0 0.0
H 0.0 0.0 0.0
C 0.1 0.0 0.0
C 0.1 0.2 0.0
H 0.0 0.0 0.0
C 0.0 0.0 0.0
C 0.0 0.0 0.0
H 0.0 0.0 0.0
C 0.0 0.0 0.0
H 0.0 0.0 0.0
H 0.0 0.0 0.0
H 0.0 0.0 0.0
C 0.0 0.0 0.0
C 0.0 0.0 0.0
C -0.1 0.1 0.1
C 0.0 0.0 0.0
H 0.0 0.0 0.0
H 0.0 0.0 0.0
H 0.0 0.0 0.0
H 0.0 0.0 0.0
Se 0.1 -0.1 -0.1
N -0.1 0.0 0.0
H 0.0 0.0 0.0
H 0.0 0.0 0.0
C 0.0 -0.1 0.0
H 0.0 0.0 0.0
P 0.0 0.0 -0.1
C -0.1 0.0 0.0
H 0.0 0.0 0.0
O 0.0 -0.1 0.0
C 0.0 0.0 0.0
N 0.0 0.0 0.1
H 0.0 0.0 0.0
C -0.3 0.0 -0.1
H 0.0 0.0 0.0
C 0.0 0.1 0.0
C 0.1 0.0 0.0
H 0.0 0.0 0.0
H 0.0 0.0 0.0
H 0.0 0.0 0.0
H 0.0 0.0 0.0
C -0.1 0.0 0.0
C 0.0 0.0 0.0
H 0.0 0.0 0.0
H 0.0 0.0 0.0
C 0.0 0.0 0.0
H 0.0 0.0 0.0
H 0.0 0.0 0.0
H 0.0 0.0 0.0
H 0.0 0.0 0.0
C 0.0 0.0 0.0
H 0.0 0.0 0.0
C 0.0 0.0 0.0
C -0.1 0.1 0.0
C 0.0 0.0 0.0
H 0.0 0.0 0.0
C 0.0 0.0 0.0
C 0.0 0.0 0.0
O 0.1 0.0 0.0
H 0.0 0.0 0.0
H 0.0 0.0 0.0
C 0.0 0.0 0.0
H 0.0 0.0 0.0
C 0.0 0.0 0.0
Br 0.0 0.0 0.0
H 0.0 0.0 0.0
C 0.0 0.0 0.0
C 0.0 0.0 0.0
C 0.1 -0.1 -0.1
H 0.0 0.0 0.0
C 0.0 -0.1 0.0
C 0.0 0.2 -0.1
Rb 0.3 0.1 0.5
H 0.0 0.0 0.0
H 0.0 0.0 0.0
H 0.0 0.0 0.0
H 0.0 0.0 0.0
C -0.1 0.0 0.1
C 0.0 0.0 0.0
H 0.0 0.0 0.0
Se 0.1 0.0 0.0
H 0.0 0.0 0.0
H 0.0 0.0 0.0
C 0.0 0.0 0.0
H 0.0 0.0 0.0
P 0.0 -0.1 -0.1
C 0.0 0.0 0.0
H 0.0 0.0 0.0
C -0.1 0.0 0.0
C 0.0 0.0 0.0
O -0.1 0.0 0.0
C 0.1 0.0 -0.1
H 0.0 0.0 0.0
H 0.0 0.0 0.0
N 0.1 0.1 0.0
C 0.0 0.0 0.0
H 0.0 0.0 0.0
C 0.0 0.0 0.0
O -0.1 -0.1 -0.2

Below is a molecular structure, C44H47N3P2PtS3, with properties calculated with wB97M-V/def2-TZVPD.

Values from the calculation:
Maximum force: 0.79 eV/Å
Orbital gap: 0.236 Ha
E_HOMO: -0.463 Ha
E: -3865.37070 Eh
Total charge: +2

CARTESIAN COORDINATES (ANGSTROEM)
C1 3.782 0.824 1.170
C2 0.434 4.951 -3.855
C3 0.979 -2.737 0.711
H1 -3.797 -5.986 2.438
C4 -2.794 1.069 -0.752
C5 3.628 0.533 3.540
C6 0.855 3.786 -1.379
C7 0.798 -4.005 0.147
H2 0.611 4.784 1.242
H3 0.359 2.940 -4.603
C8 -4.046 1.021 -0.132
C9 -5.084 1.538 -2.240
C10 -4.055 -5.075 1.903
H4 -6.159 1.198 -0.414
H5 -0.758 3.875 0.577
C11 -3.898 -3.694 -0.530
N1 1.117 3.180 -0.065
H6 5.475 0.291 4.585
H7 1.218 -2.827 -5.670
H8 2.652 -2.639 -1.652
H9 5.780 0.825 0.359
C12 -2.690 1.383 -2.111
H10 3.771 -0.866 -0.707
H11 4.683 0.444 -1.478
H12 -3.774 -4.214 2.509
C13 0.250 3.790 0.974
H13 -1.231 -1.091 2.598
H14 -0.915 -1.801 -4.970
H15 3.105 2.546 -1.614
H16 0.257 3.166 1.864
H17 -3.764 1.860 -3.901
H18 -2.727 1.529 5.625
C14 -5.187 1.245 -0.887
C15 -1.639 -0.130 2.884
H19 -2.516 2.885 1.580
C16 1.469 -2.608 2.016
S1 1.248 0.805 2.255
C17 1.067 -2.549 -4.635
C18 -2.664 2.348 3.643
C19 -0.333 -1.615 -2.918
C20 -0.132 -1.974 -4.243
H20 -5.980 1.719 -2.820
H21 3.016 0.470 4.432
H22 -1.730 -2.860 0.889
P1 -1.359 0.610 0.216
H23 -2.109 -3.112 -1.562
C21 -3.839 1.615 -2.850
N2 -1.139 -1.042 0.026
H24 0.927 -6.112 0.472
C22 -2.471 1.347 4.589
H25 6.858 0.463 2.527
H26 2.143 -3.651 3.759
P2 0.486 -1.327 -0.271
C23 3.693 0.121 -1.153
H27 1.801 -5.889 2.769
H28 -1.817 -0.662 4.950
C24 -1.964 0.113 4.210
C25 1.877 -2.430 -2.379
C26 2.073 -2.778 -3.704
H29 3.003 -3.240 -4.010
C27 3.006 0.718 2.303
H30 2.845 4.415 0.168
S2 -3.153 -5.115 0.336
C28 -2.344 2.111 2.317
C29 2.550 3.372 0.298
C30 5.170 0.736 1.250
H31 0.271 5.399 -4.825
H32 -3.342 -1.847 -1.492
H33 -4.388 -4.075 -1.424
C31 -2.186 -2.055 0.310
H34 0.427 -4.114 -0.863
H35 -4.135 0.808 0.924
C32 1.761 -3.745 2.751
H36 -3.072 3.305 3.939
H37 -1.721 1.442 -2.579
Pt1 0.934 0.959 -0.067
H38 -1.264 -1.155 -2.617
C33 1.566 -5.002 2.194
C34 0.813 5.173 -1.498
C35 0.683 2.982 -2.485
C36 1.083 -5.131 0.900
C37 -2.859 -2.645 -0.919
H39 -5.128 -5.072 1.721
H40 3.035 0.099 -2.017
C38 3.388 2.465 -0.565
C39 0.600 5.756 -2.731
C40 0.668 -1.850 -1.978
C41 -1.830 0.869 1.931
H41 1.619 -1.630 2.443
N3 3.148 1.057 -0.136
C42 5.004 0.440 3.623
S3 0.716 1.224 -2.391
H42 0.568 6.833 -2.817
H43 -2.934 -1.583 0.951
H44 2.662 3.121 1.353
C43 0.478 3.575 -3.733
H45 -4.664 -3.263 0.116
H46 4.447 2.718 -0.481
H47 0.950 5.805 -0.629
C44 5.781 0.538 2.472

Cartesian forces, eV/Å:
C 0.2 -0.1 -0.2
C 0.0 0.0 0.0
C 0.5 0.3 0.2
H 0.0 0.0 0.0
C 0.3 0.5 -0.2
C 0.0 0.0 0.0
C -0.1 0.2 0.2
C -0.1 0.0 0.1
H 0.0 0.0 0.0
H 0.0 0.0 0.0
C -0.1 -0.1 -0.1
C 0.0 0.0 0.0
C 0.0 0.0 -0.1
H 0.0 0.0 0.0
H 0.0 0.0 0.0
C 0.1 -0.1 0.1
N -0.1 -0.3 0.3
H 0.0 0.0 0.0
H 0.0 0.0 0.0
H 0.0 0.0 0.0
H 0.0 0.0 0.0
C -0.2 0.0 0.1
H 0.0 0.0 0.0
H 0.0 0.0 0.0
H 0.0 0.0 0.0
C 0.0 0.1 0.0
H 0.0 0.0 0.0
H 0.0 0.0 0.0
H 0.0 0.0 0.0
H 0.0 0.0 0.0
H 0.0 0.0 0.0
H 0.0 0.0 0.0
C 0.0 0.0 0.0
C 0.0 0.0 0.0
H 0.0 0.0 0.0
C 0.0 -0.2 -0.1
S 0.0 0.2 0.2
C 0.0 0.0 0.0
C 0.0 0.0 0.0
C 0.0 0.0 0.0
C 0.0 0.0 0.0
H 0.0 0.0 0.0
H 0.0 0.0 0.0
H 0.0 0.0 0.1
P 0.2 -0.6 0.5
H 0.0 0.0 0.0
C 0.0 0.0 0.0
N -0.4 -0.3 0.1
H 0.0 0.0 0.0
C 0.0 0.0 0.0
H 0.0 0.0 0.0
H 0.0 0.0 0.0
P -0.5 0.1 -0.4
C 0.1 0.0 0.0
H 0.0 0.0 0.0
H 0.0 0.0 0.0
C 0.0 0.0 0.0
C -0.1 0.0 -0.1
C 0.0 0.0 0.0
H 0.0 0.0 0.0
C -0.1 0.0 0.1
H -0.1 0.0 -0.1
S 0.0 0.0 0.0
C 0.0 -0.1 0.1
C 0.1 0.1 -0.1
C 0.0 0.0 -0.1
H 0.0 0.0 0.0
H 0.0 0.0 0.0
H -0.1 0.1 0.0
C 0.0 0.0 -0.1
H 0.0 0.0 0.0
H 0.0 0.0 0.0
C 0.0 0.0 0.0
H 0.0 0.0 0.0
H 0.0 0.0 0.0
Pt 0.0 0.1 -0.1
H 0.0 0.0 0.0
C 0.0 0.0 0.0
C 0.0 0.0 0.1
C -0.1 -0.1 -0.1
C 0.0 0.0 0.0
C 0.0 0.1 0.0
H 0.0 0.0 0.0
H 0.0 0.1 0.0
C 0.1 0.1 0.1
C 0.0 0.0 -0.1
C 0.3 -0.1 0.0
C -0.1 0.3 0.0
H 0.0 0.0 0.0
N -0.2 -0.1 -0.3
C 0.0 0.0 0.0
S 0.3 0.0 -0.2
H 0.0 0.0 0.0
H 0.0 0.0 0.0
H 0.0 0.0 0.0
C 0.0 0.0 0.0
H 0.0 0.0 0.0
H 0.0 -0.1 0.1
H 0.0 0.0 0.0
C 0.0 0.0 0.1